1.
DFT (the ωB97M-V functional and the def2-TZVPD basis) results for 2 unconnected molecules or ions with the total composition C22H37N3O2PS in a non-equilibrium geometry.

Net charge ... -1

Geometry as XYZ:
```
66
Properties=species:S:1:pos:R:3:forces:R:3:mulliken_charge:R:1
C 0.531 0.626 -0.987 -0.4270 -0.1203 0.3569 -0.88
C -0.301 -0.749 -1.285 -0.3506 1.7905 -0.6214 -0.43
C -1.808 -0.286 -1.716 1.5714 -0.3456 -1.4393 -0.02
O -2.778 -0.546 -0.665 -2.4585 0.8862 -1.3074 -0.32
C -4.094 -0.136 -1.055 -3.3772 -0.1025 -0.7301 -0.03
C -4.301 1.377 -1.471 -2.9294 -0.4307 -0.7271 0.27
C -5.622 2.015 -1.956 3.1795 -3.4496 1.5451 0.17
P -5.594 3.841 -2.443 -1.3245 0.1352 -0.9278 -0.16
C -4.539 3.875 -4.054 0.9511 -1.4767 0.0702 -0.53
C -2.949 3.724 -3.773 0.4486 0.2161 -0.5660 -0.75
C -4.758 4.926 -1.135 1.1436 0.3836 1.0980 -0.50
C -4.732 4.306 0.351 0.3919 0.7685 0.5847 -0.91
C -6.883 1.068 -2.035 -0.0395 -0.1965 -0.0489 0.43
N -8.193 1.444 -2.494 3.1080 -3.7069 2.0351 -0.55
S -9.136 -0.002 -2.321 3.9120 0.4397 0.7264 0.16
N -7.985 -1.142 -1.727 2.7422 3.5714 -0.1788 -0.60
C -6.707 -0.461 -1.580 -1.7214 0.7564 -0.6645 0.51
C -5.326 -1.077 -1.086 1.4558 3.1955 -0.6303 -0.83
H -0.126 1.296 -0.305 1.1539 -1.0671 -0.9688 0.22
H 1.532 0.429 -0.465 -1.3812 0.1590 -0.6844 0.29
H 0.711 1.223 -1.962 -0.3138 -1.0853 1.4477 0.24
H 0.155 -1.197 -2.235 -0.5940 0.1672 1.6316 0.20
H -0.296 -1.444 -0.380 0.0006 0.8968 -1.4419 0.28
H -2.137 -0.828 -2.690 0.3786 0.6604 1.6710 0.26
H -1.707 0.823 -2.008 -0.5047 -1.4900 0.7024 0.03
H -3.369 2.053 -1.422 -1.7827 -1.2385 -0.0099 0.19
H -4.852 2.912 -4.616 0.2077 1.6529 0.8743 0.28
H -4.807 4.760 -4.731 0.4106 -1.1771 1.2913 0.45
H -2.507 2.740 -4.179 -0.9139 1.4290 0.5965 0.21
H -2.378 4.563 -4.334 -0.8229 -1.2975 1.2139 0.26
H -2.702 3.740 -2.647 -0.3071 0.2439 -1.8585 0.16
H -3.669 5.224 -1.388 -1.7256 -0.5274 0.2103 0.33
H -5.346 5.921 -1.076 0.7589 -1.7625 -0.4168 0.41
H -5.570 3.567 0.583 1.2047 0.9582 -0.5018 0.27
H -4.849 5.195 1.084 0.1614 -1.4774 -1.0751 0.33
H -3.701 3.844 0.597 -1.8109 0.4894 -0.5207 0.20
H -5.238 -2.183 -0.780 -0.2257 2.0727 -0.5882 0.33
C 6.382 -1.807 0.623 0.3821 -0.3100 -0.3105 -1.76
C 4.977 -2.360 0.942 0.4655 -0.3176 0.1544 1.56
C 5.106 -3.749 1.608 -0.0587 -0.1783 -0.0631 -1.34
C 5.645 -3.739 3.035 0.1084 -0.2206 0.1040 -0.60
C 5.341 -2.449 3.792 0.1393 0.1576 0.0528 -1.41
C 4.134 -1.649 3.253 0.3378 -0.2686 -0.1026 1.85
N 4.369 -1.359 1.836 0.0949 0.3689 0.1989 0.21
O 3.349 -0.618 1.253 -0.6048 0.1034 -0.1728 -0.82
C 4.112 -0.318 4.035 -0.1976 0.1319 -0.0399 -1.90
C 2.827 -2.408 3.563 -0.3121 -0.0716 0.1781 -1.68
C 4.261 -2.603 -0.405 -0.2782 0.3247 0.1327 -1.77
H 6.317 -0.841 0.115 -0.2214 -0.0394 0.1266 0.38
H 6.940 -2.487 -0.036 0.0359 -0.0533 -0.0718 0.36
H 6.980 -1.663 1.526 -0.1563 -0.0286 0.0427 0.34
H 4.125 -4.237 1.617 -0.0337 0.2233 -0.1152 0.32
H 5.742 -4.405 0.998 -0.0483 0.1440 -0.0770 0.55
H 5.224 -4.595 3.575 0.0325 0.0141 -0.0569 0.33
H 6.729 -3.898 3.024 -0.0387 0.0100 0.0203 0.33
H 5.205 -2.683 4.855 -0.1702 0.1141 -0.0483 0.51
H 6.234 -1.815 3.751 -0.2067 0.1624 -0.1011 0.31
H 5.001 0.282 3.813 -0.0707 -0.1483 -0.1409 0.42
H 4.100 -0.499 5.117 -0.0013 -0.1648 -0.0222 0.38
H 3.230 0.284 3.798 0.1188 -0.1614 -0.1984 0.34
H 2.726 -2.574 4.643 0.0713 0.0120 -0.0040 0.37
H 2.777 -3.388 3.082 0.1036 0.0619 -0.0486 0.31
H 1.946 -1.842 3.246 0.2379 0.0713 -0.1835 0.35
H 4.821 -3.321 -1.017 0.1448 -0.0555 0.2522 0.37
H 4.176 -1.688 -0.998 -0.0944 0.0088 0.2853 0.33
H 3.257 -3.013 -0.257 0.0502 0.1885 0.0616 0.35
```
Forces are in eV/Å.

=====

2.
DFT (the ωB97M-V functional and the def2-TZVPD basis) results for 4 unconnected molecules or ions with the total composition C22H37N3O4 in a non-equilibrium geometry.

SMILES string ... CC(=O)NCCCC[C@H](C#N)[C@@H](C#N)CCCc1ccccc1.CO.CO.CO
Energy above the lowest of the compared OMol25 structures with the same formula, charge and spin ... 0.0 kJ/mol

Geometry as XYZ:
```
66
Properties=species:S:1:pos:R:3:forces:R:3:mulliken_charge:R:1
C -3.631 -6.065 -2.325 0.8068 1.2383 -0.4194 -0.78
C -2.073 -5.800 -2.194 -1.3649 -1.0270 0.1416 0.44
O -1.347 -6.749 -1.961 0.0081 1.2449 0.0161 -0.57
N -1.658 -4.428 -2.318 0.6019 -2.0874 -1.0991 -0.32
C -0.188 -4.274 -2.460 1.1637 2.0302 -0.0819 -0.65
C 0.233 -2.813 -1.913 -0.6917 -0.7230 0.0295 -0.31
C 1.254 -2.983 -0.725 0.5560 0.8485 -0.9899 -0.94
C 1.720 -1.597 -0.074 0.1037 -1.2589 0.3006 -0.52
C 0.781 -1.193 1.123 -0.6436 -0.6719 0.4126 -0.11
C -0.679 -0.862 0.652 3.0029 0.5764 0.1960 -0.10
N -1.551 -0.336 0.121 -0.4929 -0.3117 0.2187 -0.56
C 1.370 -0.045 2.057 -0.5708 -0.0033 0.5472 0.34
C 2.645 -0.559 2.762 -1.9955 1.0007 -1.0102 -0.19
N 3.565 -0.887 3.363 0.2163 -0.1618 0.0051 -0.54
C 1.518 1.359 1.341 0.6927 -0.5354 -0.7671 -0.67
C 2.973 1.702 0.834 -0.4518 1.7725 -0.5900 -0.33
C 2.980 3.278 0.514 -0.0420 0.3963 -0.0349 -0.89
C 1.824 3.688 -0.458 -0.6881 0.1960 -0.9438 0.66
C 0.568 4.241 0.065 -0.3297 -0.1738 -1.7338 0.00
C -0.571 4.606 -0.790 2.7209 -1.2434 -1.4503 -0.54
C -0.407 4.400 -2.254 1.4142 -0.4779 2.0503 -0.46
C 0.857 3.853 -2.776 0.0484 0.0012 1.7288 -0.45
C 2.007 3.481 -1.903 -3.1887 1.3450 0.7380 -0.53
H -4.136 -5.727 -1.382 0.4586 -0.4547 -0.8898 0.23
H -3.998 -5.389 -3.159 0.0769 -0.9098 0.8902 0.25
H -3.851 -7.145 -2.541 0.3774 1.2664 0.2962 0.25
H -2.056 -4.110 -3.212 -0.2600 0.2258 0.8591 0.32
H 0.416 -5.005 -1.868 -0.9982 0.2195 -0.7490 0.47
H 0.109 -4.283 -3.553 -0.2680 -0.5043 1.2134 0.25
H -0.741 -2.329 -1.612 1.2183 -0.3406 -0.0658 0.23
H 0.663 -2.180 -2.745 -0.2418 -0.6939 0.9640 0.28
H 2.186 -3.453 -1.173 -1.0161 0.4392 0.5164 0.37
H 0.881 -3.717 0.039 0.1889 0.8660 -0.5635 0.35
H 1.850 -0.791 -0.844 -0.4268 -0.6781 0.6796 0.21
H 2.755 -1.810 0.338 -1.1900 0.5114 -0.1352 0.50
H 0.664 -2.094 1.801 0.2694 0.8673 -0.8433 0.55
H 0.596 0.095 2.874 0.9983 -0.2630 -0.7286 0.51
H 1.144 2.205 1.982 0.3802 -1.0237 -0.4392 0.27
H 0.863 1.313 0.418 0.5352 0.2094 1.1681 0.29
H 3.786 1.552 1.590 -0.8054 -0.2896 -0.7009 0.43
H 3.196 1.216 -0.165 -0.1281 0.0845 1.3680 0.15
H 3.944 3.583 0.009 -0.8727 -0.5351 0.5836 0.53
H 2.954 3.873 1.494 -0.2029 -0.9135 -1.3644 -0.04
H 0.449 4.387 1.164 0.3177 -0.1147 -1.1373 0.25
H -1.515 5.007 -0.347 1.0754 -0.4104 -0.5240 0.30
H -1.281 4.653 -2.905 1.1521 -0.3383 0.4327 0.33
H 0.962 3.678 -3.874 -0.1730 0.2650 1.0672 0.32
H 2.948 3.071 -2.356 -1.0731 0.4853 0.6474 0.37
C -1.669 5.746 2.773 0.0425 0.3331 -0.0689 -0.58
O -0.596 6.266 1.998 -0.0484 0.1318 0.1221 -0.46
H -1.536 4.669 2.876 0.0611 0.0631 -0.0643 0.24
H -1.669 6.205 3.765 -0.1623 -0.1429 0.0685 0.30
H -2.620 5.945 2.272 -0.1083 -0.1271 0.1473 0.26
H -0.734 7.217 1.921 0.1132 -0.1409 -0.0546 0.27
C -6.693 -8.529 -1.050 -0.2054 0.2159 -0.0836 -0.54
O -6.261 -7.275 -1.566 -0.1057 0.0299 -0.0080 -0.45
H -5.816 -9.131 -0.817 0.0023 0.1158 -0.0446 0.22
H -7.277 -8.375 -0.139 -0.0035 -0.2124 0.0359 0.26
H -7.299 -9.049 -1.796 -0.0039 -0.1750 0.1229 0.26
H -7.052 -6.761 -1.764 0.1666 -0.0242 0.0079 0.27
C 3.981 6.064 3.303 0.0390 -0.1262 0.2730 -0.56
O 4.187 4.661 3.415 0.0031 -0.0769 0.0318 -0.49
H 3.859 6.316 2.250 0.0056 -0.1117 0.0426 0.22
H 3.080 6.352 3.850 0.0043 0.1962 -0.0898 0.26
H 4.845 6.600 3.704 -0.0720 0.1764 -0.0750 0.29
H 4.293 4.462 4.352 0.0033 -0.0700 -0.1721 0.28
```
Forces are in eV/Å.

=====

3.
DFT (the ωB97M-V functional and the def2-TZVPD basis) results for a molecular structure, C22H37N8O5S4Y.

Net charge ... -2
Energy above the lowest of the compared OMol25 structures with the same formula, charge and spin ... 36.0 kJ/mol

Geometry as XYZ:
```
77
Properties=species:S:1:pos:R:3:forces:R:3:mulliken_charge:R:1
Y -0.753 0.567 -1.717 -0.0682 -0.0717 0.0667 0.73
C -1.476 -6.315 3.355 0.0083 0.0088 0.0100 -1.50
C -0.959 -4.982 2.878 -0.0340 0.0004 -0.0391 1.18
C -1.608 -4.288 1.862 -0.0012 -0.0202 0.0184 -0.98
C -1.122 -3.074 1.400 0.0430 0.0098 0.0177 -0.47
C 0.028 -2.540 1.966 -0.0486 -0.0303 -0.0602 -0.68
C 0.692 -3.219 2.975 0.0231 -0.0054 0.0294 -0.61
C 0.196 -4.433 3.428 -0.0020 0.0127 -0.0005 -0.64
S 0.614 -0.963 1.368 0.0794 0.0090 -0.0511 1.78
O -0.246 0.031 1.986 -0.0407 0.0762 0.0411 -0.85
O 2.017 -0.901 1.771 -0.0627 -0.0720 0.0312 -0.84
N 0.395 -0.968 -0.172 0.0498 -0.0067 -0.0046 0.65
C 1.298 -1.860 -0.911 0.0274 -0.0593 0.0654 -0.67
C 1.945 -1.150 -2.100 0.0585 -0.0551 -0.0461 0.15
O 3.001 -1.595 -2.554 0.0006 -0.0009 0.0040 -0.79
O 1.325 -0.116 -2.527 -0.0900 0.1500 -0.0437 -0.56
H -2.479 -6.505 2.973 -0.0013 0.0028 0.0001 0.35
H -1.513 -6.357 4.445 0.0008 -0.0082 -0.0007 0.36
H -0.831 -7.130 3.017 0.0012 -0.0019 0.0004 0.29
H -2.502 -4.705 1.411 -0.0009 0.0014 0.0005 0.36
H -1.621 -2.550 0.592 0.0033 -0.0025 0.0022 0.16
H 1.597 -2.791 3.385 0.0009 -0.0063 0.0033 0.49
H 0.716 -4.968 4.217 0.0094 0.0089 0.0013 0.33
H 0.746 -2.720 -1.312 -0.0237 0.0256 -0.0066 0.29
H 2.107 -2.248 -0.288 -0.0032 -0.0031 -0.0065 0.44
S -2.142 0.864 -4.153 0.0152 0.0171 0.0336 -0.51
C -3.191 -0.513 -4.314 0.0152 -0.0948 0.0934 0.59
C -4.135 -0.458 -5.396 -0.0033 -0.0057 -0.0111 -0.16
N -4.878 -0.382 -6.274 0.0030 0.0011 0.0079 -0.61
C -3.166 -1.616 -3.509 -0.0235 0.1027 -0.0961 0.51
S -2.085 -1.866 -2.172 0.0364 -0.0018 0.0422 -0.31
C -4.094 -2.682 -3.771 -0.0016 0.0150 0.0205 -0.17
N -4.831 -3.550 -3.951 0.0040 -0.0121 -0.0085 -0.64
N 0.340 2.413 -3.164 0.0430 -0.0273 -0.0628 -0.55
H 1.059 3.042 -2.809 -0.0128 0.0082 0.0112 -0.07
H -0.217 2.916 -3.847 -0.0406 0.0003 0.0391 0.22
H 0.846 1.687 -3.669 0.0038 -0.0059 0.0176 0.35
N 0.022 3.486 0.009 -0.0172 0.0071 0.0404 -0.84
N 0.378 2.078 -0.013 -0.0770 0.0181 -0.0347 1.46
H -0.933 3.501 0.357 -0.0072 -0.0121 -0.0094 0.28
H -0.076 3.760 -0.966 0.0340 0.0021 0.0022 0.15
H -0.143 1.615 0.736 0.1065 0.0439 -0.0360 0.16
H 1.357 2.019 0.241 -0.0073 -0.0112 -0.0115 -0.81
C -3.609 -0.014 0.948 0.0280 0.0344 0.0071 -1.40
C -3.455 1.326 0.221 -0.0472 0.0439 -0.0459 1.63
C -3.534 2.469 1.243 0.0035 -0.0059 -0.0101 -1.93
C -4.569 1.480 -0.819 0.0184 -0.0170 -0.0142 -1.51
O -2.221 1.384 -0.413 0.0285 -0.0335 -0.0552 0.05
H -4.566 -0.070 1.479 0.0021 -0.0153 0.0054 0.51
H -2.790 -0.136 1.660 -0.0071 -0.0071 0.0070 0.23
H -3.559 -0.827 0.221 -0.0110 -0.0009 -0.0079 0.17
H -4.487 2.480 1.780 -0.0025 -0.0056 -0.0046 0.41
H -3.416 3.427 0.728 -0.0026 0.0050 0.0059 0.37
H -2.725 2.356 1.971 -0.0042 0.0059 0.0031 0.33
H -5.563 1.439 -0.363 0.0005 0.0012 0.0077 0.40
H -4.484 0.679 -1.558 -0.0086 0.0010 0.0013 0.18
H -4.457 2.430 -1.346 0.0000 0.0001 0.0018 0.36
C 5.417 0.269 -0.006 -0.0319 0.0263 0.0366 -1.65
C 4.141 0.881 -0.557 0.0394 -0.0392 -0.0292 0.68
N 4.341 2.218 -1.140 -0.0297 0.0550 -0.0324 -0.02
C 3.568 3.296 -0.884 0.0522 -0.0594 0.1277 0.07
S 3.218 4.430 -2.088 -0.0073 -0.0166 -0.0081 -0.45
N 3.077 3.449 0.364 -0.0663 0.0736 -0.0558 -0.04
C 3.718 3.080 1.619 0.0550 -0.0595 0.0167 -0.46
C 2.754 2.416 2.590 -0.0680 0.0305 -0.0380 -0.67
H 5.190 -0.724 0.382 0.0106 -0.0032 0.0025 0.30
H 5.845 0.869 0.801 0.0254 -0.0139 -0.0086 0.35
H 6.169 0.164 -0.790 -0.0001 0.0114 -0.0078 0.36
H 3.375 0.928 0.215 -0.0237 -0.0008 -0.0105 -0.20
H 3.756 0.237 -1.346 -0.0130 0.0049 0.0017 0.03
H 4.627 2.209 -2.108 0.0030 -0.0137 0.0060 0.31
H 2.343 4.144 0.421 0.0140 -0.0040 -0.0037 0.34
H 4.135 3.991 2.065 -0.0052 -0.0012 0.0040 0.42
H 4.558 2.427 1.400 0.0073 0.0218 0.0040 0.04
H 1.855 3.024 2.709 0.0055 -0.0077 0.0056 0.26
H 3.221 2.308 3.571 0.0247 -0.0118 -0.0054 0.46
H 2.447 1.425 2.251 0.0106 -0.0057 0.0232 0.05
```
Forces are in eV/Å.

=====

no.,molecular weight (g mol⁻¹),orbital gap (eV)
1,438.60,1.6
2,407.56,9.2
3,710.76,6.0